A cluster of 2 separate species, C2H6OS2 in total in a non-equilibrium geometry, computed with wB97M-V/def2-TZVPD.

The geometry in XYZ format:
```
11
Properties=species:S:1:pos:R:3:forces:R:3:lowdin_charge:R:1
S 1.90366 0.43817 1.92128 1.0 -0.5 -0.1 0.24
S 3.34134 1.15504 0.53739 -0.1 -0.3 0.8 0.26
H 2.50899 -0.77959 1.96665 -0.5 0.4 0.0 -0.19
H 2.40388 1.80327 -0.10724 -0.4 0.4 -0.7 -0.25
O -2.29618 -2.02899 -0.49216 0.9 3.3 -0.6 -0.01
C -2.02869 -0.89204 -0.95115 -1.5 -3.9 -1.5 -0.29
C -1.05723 0.02787 -0.33538 2.1 0.2 -0.6 -0.09
H -2.53199 -0.72807 -1.99335 0.9 0.6 1.6 0.14
H -0.20850 0.46922 -0.96412 -0.9 -1.6 0.0 0.11
H -1.41122 0.99174 -0.11853 -1.5 1.2 0.9 0.06
H -0.62407 -0.45662 0.53660 0.0 0.2 0.0 0.05
```
Forces are in eV/Å.

Values from the calculation:
spin multiplicity	1
relative energy (zero: lowest compared OMol25 entry of this formula, charge and spin)	76.89	kJ/mol
orbital gap	9.06	eV
E_tot	-951.36277	a.u.